Model P:
Density functional theory data (ωB97M-V with the def2-TZVPD basis set) for 2 unconnected molecules or ions with the total composition C4H4FNO.

## Properties
Highest occupied orbital energy in eV: -10.746
LUMO energy in Ha: -0.057
Gap between HOMO and LUMO in eV: 9.18

Last column: Mulliken charge in e.
Element x y z (Å)
C 0.0226 1.1786 -0.8494  -0.419
C -0.0699 0.0177 -0.0295  0.668
C 1.2122 -0.3928 -0.1583  0.351
C -1.2229 -0.5497 0.7019  -1.078
N 1.2295 1.3521 -1.3318  -0.307
O 2.0050 0.3407 -0.8752  -0.116
F 2.1191 -1.7709 0.9380  -0.431
H -0.7510 1.8868 -1.0692  0.420
H -1.4237 0.0387 1.5981  0.269
H -2.1126 -0.5284 0.0771  0.324
H -1.0082 -1.5728 0.9985  0.320

---

Model Q:
Density functional theory data (ωB97M-V with the def2-TZVPD basis set) for a molecular structure, C4H4FNO.

## Properties
Highest occupied orbital energy in eV: -7.906
LUMO energy in Ha: 0.030
Gap between HOMO and LUMO in eV: 8.71

Last column: Mulliken charge in e.
Element x y z (Å)
C 0.7814 0.1638 0.3345  -0.421
C -1.4928 -0.4151 0.1683  -0.500
C 0.8717 -0.6911 -0.7302  0.199
C -0.9915 -1.2581 -0.7771  0.267
N -0.5223 0.4054 0.7620  -0.086
O 1.9786 -1.3796 -1.1962  -0.457
F -1.4044 -2.2154 -1.6026  -0.234
H 1.6717 0.7370 0.5077  0.293
H -2.4638 -0.1591 0.5278  0.382
H -0.7285 1.2205 1.3584  0.244
H 2.7580 -0.9587 -0.8407  0.314

---

Model R:
Density functional theory data (ωB97M-V with the def2-TZVPD basis set) for a single C4H4FNO molecule.

## Properties
Highest occupied orbital energy in eV: -10.129
SMILES string: FCc1ccno1
LUMO energy in Ha: 0.035
Gap between HOMO and LUMO in eV: 11.07

Last column: Mulliken charge in e.
Element x y z (Å)
F 2.5243 0.2549 -0.2911  -0.282
C 1.5581 -0.6871 0.0770  -0.283
C 0.1127 -0.2603 0.1384  0.231
C -0.4367 1.0004 0.0591  0.032
C -1.7591 0.5960 -0.1392  -0.311
N -2.0350 -0.6064 -0.2056  -0.378
O -0.8541 -1.2435 -0.0661  -0.139
H 1.8802 -0.9440 1.0460  0.235
H 1.5035 -1.4848 -0.6991  0.237
H 0.0877 2.0188 0.1638  0.308
H -2.5815 1.3561 -0.0832  0.348

---

Which one is most stable, and which one is least stable? model R is the most stable of them, while model P is the least stable.

---

Model P:
Density functional theory data (ωB97M-V with the def2-TZVPD basis set) for a single H2N4O3 molecule.

## Properties
Highest occupied orbital energy in eV: -10.527
SMILES string: NN(N=O)[N+](=O)[O-]
LUMO energy in Ha: -0.043
Gap between HOMO and LUMO in eV: 9.36

Last column: Mulliken charge in e.
Element x y z (Å)
N -0.0534 -0.1315 -0.1853  -0.524
N 1.1944 -0.2713 -0.7752  0.407
N 2.2641 0.5294 -0.5028  0.114
O 1.9611 1.5449 0.1331  -0.410
N 1.5136 -1.5883 -1.1639  1.047
O 2.6634 -1.8592 -1.3652  -0.519
O 0.5906 -2.4001 -1.0594  -0.645
H -0.4674 -1.0185 -0.3629  0.309
H -0.5821 0.5941 -0.5081  0.221

---

Model Q:
Density functional theory data (ωB97M-V with the def2-TZVPD basis set) for a single H2N4O3 molecule.

## Properties
Highest occupied orbital energy (spin up / spin down) in eV: -8.657 / -8.657
LUMO energy (spin up / spin down) in Ha: -0.051 / -0.051
Gap between HOMO and LUMO (spin up / spin down) in eV: 7.26 / 7.26

Last column: Mulliken charge in e.
Element x y z (Å)
N 0.0310 0.1196 -0.0194  1.162
N -1.1296 -1.6949 0.2241  -0.358
N 0.0662 -1.0684 0.4269  -0.417
N 1.2764 2.3392 -0.0972  0.457
O 1.2213 0.7123 0.0710  -0.393
O -0.9267 0.7165 -0.4626  -0.773
O 2.3801 2.6503 0.0616  -0.195
H -1.9074 -1.1178 -0.2017  0.283
H -1.0112 -2.6568 -0.0027  0.234

---

Which one is most stable, and which one is least stable? model P is the most stable of them, while model Q is the least stable.